# 1
60
Properties=species:S:1:pos:R:3 method="wB97M-V/def2-TZVPD" homo_energy_ev=-7.4
H 0.4972 0.5858 -4.3817
C -1.0352 0.6391 -2.8504
H -5.8845 -3.3214 -1.8101
H -4.6750 -2.3948 -2.7011
C 4.1925 2.9748 2.9815
H 5.8105 1.0595 3.9975
C -0.5703 -0.4479 -0.5801
C 3.9863 1.8346 2.2100
C 5.3136 -0.9939 4.3148
H -2.6439 -2.3497 1.3823
C 4.4840 -2.0405 3.9437
H 3.1438 3.3956 -0.6954
C -0.6650 2.0557 -2.3840
H -4.9020 -2.2750 1.6129
Pd 1.9473 -0.3311 0.9753
H 0.9976 -0.1488 -2.8449
C -2.1386 0.7792 -3.9022
H -6.0221 -3.2298 0.6422
C 3.3038 -0.5901 2.3920
C -4.8606 -2.9414 -1.7756
H -3.0244 1.2759 -3.5009
O 0.6480 0.0319 -0.5883
H -3.4352 -0.5430 -2.3974
C -1.0805 -1.2311 0.4574
N 3.3520 0.8590 0.0659
H -0.1098 -1.0096 -3.9206
H 6.0947 -1.1454 5.0482
H 2.8754 -2.6734 2.6935
C -2.3582 -1.7607 0.5220
C 3.4428 3.2883 0.3410
C -4.6662 -2.0469 -0.5435
H -5.4829 -0.2644 -1.5065
H -0.3281 2.6501 -3.2376
C 3.4997 -1.8370 2.9859
H -4.1782 -3.7928 -1.7457
H 4.1792 5.1136 3.0862
H 4.6066 -3.0186 4.3920
H 4.4543 2.8578 4.0251
H -4.3411 -3.7413 0.7906
C 3.6080 2.0254 0.8797
C -4.9933 -2.8701 0.7020
C 4.0274 4.2479 2.4555
C -1.4832 -0.2042 -1.6530
H -2.4373 -0.1880 -4.3117
C 3.6494 4.4084 1.1327
H 3.5101 5.3967 0.7161
H 4.2002 0.3179 -0.0783
C 4.1433 0.4692 2.7799
C 5.1440 0.2488 3.7288
H -5.5351 -0.2205 0.2568
H 0.1235 2.0312 -1.6354
H 2.9608 1.1124 -0.8375
H -6.6779 -1.2337 -0.6409
H -1.7642 1.3870 -4.7281
C -5.6482 -0.8691 -0.6139
H -1.5361 2.5518 -1.9502
Br 0.1035 -1.6027 1.9356
C -2.7560 -0.7384 -1.5795
C 0.1682 -0.0254 -3.5371
C -3.2347 -1.5167 -0.5161

---

# 2
19
Properties=species:S:1:pos:R:3 method="wB97M-V/def2-TZVPD" homo_energy_ev="-14.5 / -14.5" multiplicity=2 s_squared=0.75 total_charge=+1
H 0.8014 -0.9508 1.4708
C 1.4887 1.5075 1.5256
N -2.3915 -1.6150 -1.3924
H -1.8424 -0.0978 -0.1698
C 0.4264 0.8580 0.5041
H 1.7503 -0.7483 0.0184
H -0.9432 -0.0792 -1.6230
H 0.6403 2.4186 -0.5816
C 0.7498 -0.6038 0.4239
N -0.1664 -1.4729 -0.3578
H 1.1546 2.5203 1.7254
O 0.7733 1.4805 -0.7481
C -1.3482 -0.7656 -0.8661
H 1.5260 0.9390 2.4499
H -2.6281 -2.3946 -0.7930
H -0.5312 1.1939 0.9444
H 0.2305 -1.8320 -1.2224
H 2.4665 1.3039 1.0667
H -2.1571 -1.6617 -2.3749

---

# 3
15
Properties=species:S:1:pos:R:3 method="wB97M-V/def2-TZVPD" homo_energy_ev="-18.8 / -17.9" total_charge=+2
N -0.2349 -3.1149 -0.6076
H -1.5778 -1.2567 1.5417
C 0.5704 3.5576 -0.6134
C -0.7351 -2.3782 0.2556
H -2.0417 -2.9817 1.5705
H 0.5053 3.5241 -1.7072
H 0.5660 -3.0239 -1.2927
H -0.1800 4.2815 -0.5137
N -1.5156 -2.1911 1.1918
H -0.8263 -3.8220 -1.0024
C 1.0962 0.2394 0.4916
H 1.7590 -0.5279 0.8769
N 0.8865 1.3850 0.2810
H 1.4490 3.9614 -0.3832
N 0.2789 2.3474 -0.0888

---

# 4
127
Properties=species:S:1:pos:R:3 method="wB97M-V/def2-TZVPD" homo_energy_ev=-6.0 total_charge=-1
H 2.1132 6.1985 2.6909
H 1.4896 7.7288 2.1301
H -0.8208 5.1777 0.9141
H -6.1627 -1.5680 -6.2604
N 1.7222 -1.0590 3.7050
C 0.2672 6.8171 4.5553
O -4.6851 3.3556 -2.5602
H 1.3053 4.2823 4.5346
H 1.1497 0.4676 4.4599
H 2.9113 -1.7061 -2.2480
H 4.7311 -2.7739 3.3572
B -1.1731 0.4472 -3.0148
C 3.9233 -0.4000 4.7453
H 4.3772 -1.4620 2.3244
H 0.8081 -2.4893 -4.3615
H -1.3392 -5.9541 0.1572
H 1.8637 -6.7013 -1.9955
C 0.0073 -2.8145 3.2078
C 0.2910 1.8047 -1.7985
H -1.3734 8.0966 1.7301
H -1.6139 -4.3747 -0.6347
H 0.0493 5.5544 6.3475
C 0.5450 -4.6283 -4.0244
H -2.0739 2.8017 2.6443
O 3.3451 4.7879 -2.0368
C -1.0031 7.9335 2.7422
H 1.3186 7.0254 4.7534
H 4.7974 -0.8388 5.2264
H -0.8675 -3.0084 -4.5029
H -0.3393 -0.9682 1.0819
H 2.2856 -5.0799 -5.3992
C -2.6050 0.0596 -4.7290
H -0.0654 4.5928 -2.0310
H -1.7914 3.2970 -1.1779
H -1.3948 5.5945 5.5235
H -5.2189 3.3783 -3.3544
H 0.7999 0.2576 1.7907
C -3.3873 0.0968 -3.4166
H 2.3163 -1.4247 0.9652
H 4.2775 0.3306 4.0181
C 1.2142 6.6916 2.3212
C 3.8914 -2.2097 2.9513
O -0.7516 1.8463 -2.5874
H -0.0040 3.5210 5.4010
N -0.8780 5.4341 2.7706
H 0.0359 3.1782 1.4649
O 0.4066 5.2711 -2.5139
H -0.9611 -7.7920 -1.9388
H 2.7176 -4.5006 -3.7994
H 3.8155 -2.8085 -1.7392
H -0.2407 -4.4933 0.2488
H -2.4552 3.5525 4.0939
C -0.0708 -5.6551 -1.6768
H 1.3491 -2.9438 0.8365
H 0.5177 -7.4292 -3.7221
H -3.0094 4.1105 -1.5611
H 1.0600 6.3120 1.3111
C 1.8977 -2.2765 1.5012
C -0.0920 6.6791 3.0194
C 0.5732 3.4388 2.3769
H 2.7287 -3.9187 2.6851
O -0.0869 -0.3970 -2.4022
C -0.9230 -6.8061 -2.4022
C 3.0818 -3.1306 2.0200
C -1.6000 3.1237 3.5715
H 2.3736 -3.6052 4.9678
C 1.9939 -5.1024 -4.3491
H -4.9665 2.5622 -2.1045
H 0.2225 5.0828 -3.4341
H -0.5689 -3.3494 2.4529
H -0.5690 -0.2448 2.7237
C -0.8694 -5.1277 -0.3761
H -4.5427 0.7561 0.1440
O -4.6219 0.0635 -3.2254
H -0.4032 8.8026 3.0121
H -4.3974 0.6760 -1.3608
H 3.3800 4.6686 -2.9859
O 1.8331 -0.0081 -1.2050
C 0.8417 0.4119 -1.7883
C -0.5001 -7.0695 -3.8726
H 3.7091 -3.5897 1.2558
O 3.8285 -1.9778 -2.2146
H 2.2960 -6.0923 -4.0071
O -5.9454 -0.7945 -5.7401
H 0.0237 -2.8143 -2.0957
H -1.2443 2.1576 3.9297
O 0.7286 2.7939 -1.1851
H 1.0719 2.6246 2.9027
O -2.1402 4.1884 -1.1677
H -0.7163 -2.4958 3.9581
C 3.0197 -1.6124 4.1817
C 0.2223 4.2859 4.6582
H 3.4655 0.0823 5.6090
H -1.4403 -5.3398 -4.8233
O -4.6750 1.2628 -0.6573
H -5.4590 -1.1382 -4.9907
H -1.1490 -7.7652 -4.4046
N 0.1840 -4.4817 -2.5707
H -4.6344 0.5941 -7.0607
H 3.8163 -3.1339 5.6113
H 2.1016 -2.3313 6.0060
C 0.9794 -1.7132 2.6491
C -0.4581 -5.7598 -4.6065
H 1.7955 -5.7430 -0.5834
H 1.4313 3.9825 1.9820
O 0.7891 -3.3646 -1.9141
O -1.5688 5.3075 1.5016
O -3.0891 -0.2359 -5.8676
C 1.1738 -6.3755 -1.2170
H -0.2889 7.6425 4.9999
O -2.5286 0.2634 -2.4261
H 0.5172 -3.3034 -5.7156
C 0.1647 -3.3079 -4.6841
H -5.6697 1.3743 -7.8425
H -1.7887 7.8839 3.4962
C 0.1489 -0.5954 1.9823
O 0.9711 -0.4468 4.6915
C -0.3232 5.6065 5.3245
H 0.9717 -7.2255 -0.5653
H 2.4930 4.4343 -1.7816
O -4.8590 1.4802 -7.3447
H 0.0884 -6.0681 -5.4978
C -0.4568 4.1134 3.2999
O -1.2639 0.3302 -4.4217
H -1.9694 -6.5012 -2.4065
C 2.8629 -2.6956 5.3163
H 0.6118 -3.6552 3.5482

---

# 5
9
Properties=species:S:1:pos:R:3 method="wB97M-V/def2-TZVPD" homo_energy_ev="-10.1 / -10.1"
H 1.3898 0.9074 -0.6869
F -1.7101 -1.2940 -0.6757
H -1.0898 -0.7898 1.3528
H 0.6217 -0.6304 -1.0354
C -1.7075 -0.5976 0.4385
O -0.2552 0.7211 0.1458
F 1.3769 -0.4571 0.8533
C 0.8340 0.0927 -0.2945
Cl -3.0992 0.3397 0.5224

---

# 6
16
Properties=species:S:1:pos:R:3 method="wB97M-V/def2-TZVPD" homo_energy_ev=-7.5
H -0.8441 -0.6167 -0.4709
C -0.1319 0.2053 1.8934
H -1.5166 -1.3262 1.4588
H 1.2104 -0.7629 0.3567
C 0.9226 0.8182 -0.8262
H 0.4934 -0.4212 2.5008
O -0.6821 -0.9303 -1.3667
H -2.2051 0.4442 1.7025
H -0.0742 1.2002 2.3394
C 1.0485 0.3185 0.4478
C -1.3898 -0.2653 1.6222
H 1.1068 -0.6867 -2.3505
H -0.1642 0.4973 -2.7005
H 0.9066 1.8944 -0.8814
H 1.9620 0.7054 0.9055
C 0.3305 -0.0562 -1.9024

---

ΔE to the lowest compared entry with this formula, charge and spin, record by record: 0.000; 1.960; 5.875; 0.805; 2.718; 5.013 eV